# 1
The following is a DFT calculation (ωB97M-V/def2-TZVPD) of a cluster of 4 separate species, C32H63N3O2 in total in a non-equilibrium geometry.

## Properties
strongest force on any atom = 0.195 hartree/bohr
lowest unoccupied orbital energy = 0.5 eV

```
! wB97M-V def2-TZVPD RIJCOSX def2/J DEFGRID3
* xyz 0 1
C -4.640 6.969 6.904
C -4.862 5.792 8.060
C -6.331 5.075 7.920
C -6.302 3.433 7.917
C -5.147 2.784 6.916
C -5.443 1.228 6.487
C -4.450 0.912 5.181
C -3.080 0.149 5.688
C -1.705 1.073 5.458
C -0.332 0.121 5.424
C -0.335 -0.720 4.003
C 0.531 0.019 2.805
C 1.233 -1.057 1.774
C 2.036 -0.140 0.641
C 3.163 -1.151 -0.027
C 3.089 -0.980 -1.656
C 3.930 -2.171 -2.477
C 5.330 -1.545 -3.048
O 5.187 -0.426 -3.988
C 6.239 -0.389 -5.006
O 2.999 -2.694 -3.478
C 3.652 -3.153 -4.705
H -4.849 8.038 7.370
H -5.277 6.799 5.937
H -3.499 6.982 6.572
H -4.826 6.370 9.096
H -3.948 5.061 8.028
H -6.961 5.404 8.868
H -6.808 5.419 6.900
H -6.284 2.950 9.005
H -7.343 3.085 7.453
H -5.090 3.484 5.953
H -4.139 2.831 7.514
H -5.106 0.556 7.394
H -6.575 1.021 6.252
H -4.113 1.939 4.686
H -5.022 0.325 4.321
H -3.018 -0.859 5.085
H -3.090 -0.115 6.851
H -1.694 1.817 6.392
H -1.769 1.710 4.467
H -0.300 -0.622 6.348
H 0.659 0.744 5.471
H 0.032 -1.806 4.239
H -1.445 -0.817 3.577
H 1.373 0.688 3.271
H -0.136 0.752 2.143
H 0.475 -1.811 1.284
H 2.066 -1.654 2.347
H 2.518 0.799 1.162
H 1.243 0.187 -0.173
H 4.257 -0.976 0.412
H 2.859 -2.250 0.259
H 3.457 0.063 -2.045
H 1.934 -1.062 -1.949
H 4.231 -3.039 -1.721
H 5.901 -1.102 -2.097
H 6.018 -2.427 -3.427
H 6.954 0.546 -4.918
H 6.888 -1.355 -5.107
H 5.685 -0.259 -6.057
H 3.798 -2.193 -5.391
H 2.881 -3.850 -5.277
H 4.627 -3.782 -4.558
C 2.184 4.173 -4.568
C 3.655 3.965 -4.221
C 3.901 2.688 -3.415
C 3.137 2.754 -2.103
N 2.503 2.809 -1.014
H 1.569 4.291 -3.670
H 2.060 5.081 -5.168
H 1.794 3.327 -5.145
H 4.013 4.836 -3.657
H 4.236 3.921 -5.148
H 4.970 2.578 -3.203
H 3.574 1.808 -3.979
C 1.651 -7.881 -7.208
C 0.563 -6.827 -7.381
C 0.877 -5.823 -8.492
C 2.166 -5.086 -8.168
N 3.236 -4.474 -7.900
H 2.605 -7.433 -6.913
H 1.371 -8.592 -6.424
H 1.806 -8.441 -8.138
H 0.427 -6.298 -6.429
H -0.385 -7.328 -7.608
H 0.062 -5.098 -8.585
H 0.987 -6.336 -9.454
C -1.793 -2.400 -2.890
C -2.401 -1.019 -3.117
C -1.847 0.039 -2.161
C -2.155 -0.354 -0.725
N -2.411 -0.681 0.466
H -2.023 -2.784 -1.891
H -2.196 -3.116 -3.613
H -0.703 -2.373 -3.007
H -3.490 -1.089 -3.005
H -2.202 -0.709 -4.148
H -2.303 1.012 -2.373
H -0.763 0.138 -2.282
*
```

# 2
The following is a DFT calculation (ωB97M-V/def2-TZVPD) of a cluster of 3 separate species, C4H13NO2 in total in a non-equilibrium geometry.

## Properties
relative energy (zero: lowest compared OMol25 entry of this formula, charge and spin) = 25.93 kcal per mole
strongest force on any atom = 0.028 hartree/bohr
lowest unoccupied orbital energy = 0.9 eV

```
! wB97M-V def2-TZVPD RIJCOSX def2/J DEFGRID3
* xyz 0 1
C -0.717 -2.296 1.033
C 0.169 -1.092 1.295
C 0.528 -0.288 0.295
N 1.075 1.009 0.342
C 1.130 1.637 1.652
H -0.772 -2.424 -0.053
H -1.671 -2.192 1.543
H -0.238 -3.199 1.406
H 0.537 -0.928 2.308
H 0.469 -0.679 -0.729
H 1.917 1.049 -0.215
H 1.790 1.143 2.374
H 0.129 1.591 2.079
H 1.325 2.696 1.509
O -0.931 2.378 -1.478
H -0.427 3.191 -1.379
H -0.473 1.761 -0.882
O -0.898 -1.209 -3.629
H -1.585 -1.780 -3.988
H -1.357 -0.368 -3.481
*
```

What gap between HOMO and LUMO values result from the calculations? In sequence: 9.82; 9.15 eV.